1.
115
Properties=species:S:1:pos:R:3:forces:R:3:mulliken_charge:R:1 method="wB97M-V/def2-TZVPD" e_tot_ha=-5365.354514 relative_energy_kcal_mol=0.0 lumo_ha=-0.07078 spin_multiplicity=1 charge=+1 homo_lumo_gap_ev=6.6281 largest_force_ha_per_bohr=0.0129
Ca 0.808419 -0.387031 0.511916 0.5 -0.3 0.3 1.09
C 2.615166 0.131990 4.118564 0.0 -0.1 0.1 -0.98
C 3.246974 -1.201635 3.728787 0.0 0.0 0.0 -0.84
S 2.113118 -2.211934 2.728066 -0.1 0.1 -0.1 0.25
C 3.229899 -3.252286 1.741432 0.0 0.0 0.0 -0.54
C 4.334487 -2.529516 0.973138 0.1 -0.1 0.0 -1.33
S 3.740142 -0.925539 0.379535 0.0 -0.2 0.2 0.27
C 4.986702 -0.406333 -0.825941 0.0 0.0 -0.1 -0.92
C 5.370538 1.035250 -0.511787 0.1 0.0 0.0 -1.02
S 3.878597 2.065975 -0.391017 0.0 0.0 0.0 0.27
C 4.058593 2.783911 1.262324 0.0 0.1 0.0 -1.06
C 3.930011 1.835793 2.443508 0.1 0.0 0.0 -0.90
S 2.237737 1.245667 2.742928 0.0 0.0 0.0 0.55
H 3.283710 0.644178 4.813423 0.0 0.0 0.0 0.63
H 1.676965 -0.015586 4.652694 0.0 0.0 0.0 0.21
H 3.512201 -1.760532 4.626641 0.0 0.0 0.0 0.57
H 4.152852 -1.034945 3.147247 0.0 0.0 0.0 0.22
H 2.559631 -3.758130 1.043221 0.0 0.0 0.0 0.08
H 3.668616 -4.017070 2.382285 0.0 0.0 0.0 0.56
H 4.649520 -3.154890 0.137344 0.0 0.0 0.0 0.66
H 5.202835 -2.377397 1.615530 0.0 0.1 0.0 0.45
H 4.552459 -0.476666 -1.824718 0.0 0.0 0.0 0.24
H 5.845847 -1.076130 -0.780097 0.0 0.0 0.1 0.62
H 6.019968 1.424411 -1.296140 0.0 0.0 0.0 0.55
H 5.913002 1.087360 0.432554 0.0 0.0 0.0 0.38
H 3.303196 3.569013 1.311277 0.0 0.0 0.0 0.28
H 5.027806 3.282121 1.322240 0.0 0.0 0.0 0.58
H 4.233535 2.365241 3.349207 0.0 0.0 0.0 0.58
H 4.593244 0.980410 2.306895 0.0 0.0 0.0 0.28
C 0.984209 3.661304 -0.675484 0.0 0.0 0.0 -1.75
Si -0.096402 2.180027 -0.131309 -0.3 0.5 -0.1 0.44
C -1.129948 2.040792 -1.749221 0.0 0.0 0.0 0.00
C -2.382335 2.635469 -1.928838 0.0 0.0 0.0 0.01
C -3.040069 2.607066 -3.149317 0.0 0.0 0.0 -1.01
C -2.436768 2.010582 -4.249425 0.0 0.0 0.0 -0.99
C -1.190704 1.422540 -4.105763 0.0 0.0 0.0 -0.76
C -0.553883 1.398906 -2.863116 0.1 0.0 0.0 0.30
P 1.043517 0.509395 -2.643213 -0.3 -0.3 0.0 1.56
C 1.917393 0.845576 -4.213381 0.1 0.1 0.1 0.37
C 2.045251 2.172802 -4.626735 0.0 0.0 0.0 -0.43
C 2.788352 2.490783 -5.752026 0.0 0.0 0.0 -0.73
C 3.423854 1.488981 -6.474326 0.0 0.0 0.0 -0.60
C 3.308631 0.169503 -6.065363 0.0 0.0 0.0 -0.68
C 2.562163 -0.152575 -4.938918 0.0 0.0 0.0 -0.60
C 0.584110 -1.268974 -2.875297 0.0 0.0 -0.2 0.41
C -0.465419 -1.733062 -3.672263 0.0 0.0 0.0 -0.42
C -0.690859 -3.088881 -3.831573 0.0 0.0 0.0 -0.45
C 0.127094 -4.018770 -3.197712 0.0 0.0 0.0 -0.83
C 1.179683 -3.579599 -2.414108 0.0 0.0 0.0 -0.71
C 1.402772 -2.214406 -2.260882 0.1 0.0 0.0 -0.15
C -1.175266 2.999616 1.242692 0.0 0.1 -0.1 0.56
C -1.406589 4.380137 1.223346 0.0 0.0 0.0 -0.17
C -1.955159 5.058984 2.300383 0.0 0.0 0.0 -1.13
C -2.268843 4.365686 3.458623 0.0 0.0 0.0 -0.82
C -2.080857 2.993942 3.505452 0.0 0.0 0.0 -1.22
C -1.565221 2.308376 2.406226 0.0 -0.1 0.1 0.41
P -1.477614 0.478716 2.370352 -0.1 0.0 0.0 2.19
C -3.096662 0.050521 1.602436 0.0 0.1 0.0 0.46
C -3.589814 -1.245679 1.765037 0.0 -0.1 0.0 -0.36
C -4.811416 -1.611180 1.228984 0.0 0.0 0.0 -0.80
C -5.560243 -0.686596 0.509511 0.0 0.0 0.0 -0.83
C -5.078070 0.599865 0.337973 0.0 0.0 0.0 -0.59
C -3.854039 0.968642 0.885425 0.0 0.0 0.0 -0.42
C -1.872470 -0.098300 4.069657 -0.1 0.1 0.0 -0.51
C -3.102763 0.174060 4.677920 0.0 0.0 0.0 -0.44
C -3.388093 -0.304871 5.944275 0.0 0.0 0.0 -0.81
C -2.457570 -1.083729 6.624933 0.0 0.0 0.0 -0.62
C -1.250415 -1.392405 6.021936 0.0 0.0 0.0 -0.71
C -0.968611 -0.902932 4.751434 0.1 0.0 0.0 -0.32
H 0.372657 4.458393 -1.105851 0.0 0.0 0.0 0.51
H 1.698139 3.358754 -1.443793 0.0 0.0 0.0 0.22
H 1.540463 4.089280 0.162117 0.0 0.0 0.0 0.51
H -2.842667 3.159297 -1.097798 0.0 0.0 0.0 0.36
H -4.011091 3.076346 -3.251889 0.0 0.0 0.0 0.46
H -2.927904 2.014793 -5.214061 0.0 0.0 0.0 0.43
H -0.705977 0.988592 -4.973108 0.0 0.0 0.0 0.58
H 1.549110 2.962422 -4.073456 0.0 0.0 0.0 0.33
H 2.869011 3.523391 -6.065819 0.0 0.0 0.0 0.45
H 4.003583 1.737441 -7.353494 0.0 0.0 0.0 0.39
H 3.793956 -0.617167 -6.628778 0.0 0.0 0.0 0.44
H 2.471371 -1.190849 -4.644255 0.0 0.0 0.0 0.36
H -1.127869 -1.030061 -4.157241 0.0 0.0 0.0 0.22
H -1.514787 -3.425115 -4.447800 0.0 0.0 0.0 0.44
H -0.055001 -5.078032 -3.328355 0.0 0.0 0.0 0.39
H 1.837399 -4.294464 -1.932981 0.0 0.0 0.0 0.46
H 2.252744 -1.882471 -1.672719 0.0 0.0 0.0 -0.08
H -1.131293 4.950262 0.344118 0.0 0.0 0.0 0.37
H -2.114428 6.128558 2.243498 0.0 0.0 0.0 0.42
H -2.664644 4.885597 4.321597 0.0 0.0 0.0 0.43
H -2.332957 2.466648 4.414501 0.0 0.0 0.0 0.44
H -3.019953 -1.974133 2.333291 0.0 0.0 0.0 0.47
H -5.183518 -2.618122 1.371278 0.0 0.0 0.0 0.44
H -6.516712 -0.971161 0.090050 0.0 0.0 0.0 0.42
H -5.656820 1.329540 -0.214391 0.0 0.0 0.0 0.45
H -3.499501 1.982709 0.762149 0.0 0.0 0.0 0.41
H -3.849717 0.752207 4.147763 0.0 0.0 0.0 0.55
H -4.343149 -0.079709 6.400820 0.0 0.0 0.0 0.44
H -2.683544 -1.458399 7.614629 0.0 0.0 0.0 0.41
H -0.530750 -2.020706 6.531286 0.0 0.0 0.0 0.45
H -0.041603 -1.188572 4.268786 0.0 0.0 0.0 0.40
N -1.587870 -4.362218 0.301438 0.0 0.0 0.0 -0.05
C -0.670636 -3.518334 0.827325 0.0 0.0 0.0 -1.51
N -0.754561 -2.304941 0.345383 0.1 -0.1 -0.1 0.89
C -1.819262 -2.346158 -0.558352 0.0 0.1 0.0 0.38
C -2.394826 -1.320346 -1.307097 0.0 0.0 0.0 -0.06
C -3.477892 -1.641199 -2.093220 0.0 0.0 0.0 -0.39
C -3.985314 -2.951409 -2.145668 0.0 0.0 0.0 -0.87
C -3.435618 -3.972919 -1.399420 0.0 0.0 0.0 -1.34
C -2.347071 -3.634715 -0.599399 0.0 0.0 0.0 0.91
H -1.703760 -5.328854 0.550906 0.0 0.0 0.0 0.27
H 0.028374 -3.844666 1.582438 0.0 0.0 0.0 0.62
H -2.020296 -0.305020 -1.269043 0.0 0.0 0.0 -0.35
H -3.953451 -0.864790 -2.678727 0.0 0.0 0.0 0.42
H -4.838431 -3.159965 -2.778036 0.0 0.0 0.0 0.46
H -3.840635 -4.975748 -1.428010 0.0 0.0 0.0 0.52

=====

2.
100
Properties=species:S:1:pos:R:3:forces:R:3:mulliken_charge:R:1 method="wB97M-V/def2-TZVPD" e_tot_ha=-7344.694227 lumo_ha="-0.10429 / -0.19272" spin_multiplicity=6 charge=+1 homo_lumo_gap_ev="5.2848 / 5.0225" largest_force_ha_per_bohr=0.0153
Ir 0.957752 -0.439881 1.209489 0.7 -0.2 -0.3 2.63
Br 6.772382 4.257535 1.907566 0.1 0.0 0.0 -0.09
C 5.100060 3.472903 1.707797 0.0 0.0 0.0 0.08
C 4.076073 4.214419 1.109202 0.2 0.0 0.1 -0.78
C 2.873209 3.588914 0.944035 -0.1 -0.1 0.0 -0.62
C 2.653709 2.229713 1.336663 0.0 0.0 -0.1 0.14
O 1.519387 1.732253 1.042234 -0.1 -0.1 0.2 -0.83
C 3.717093 1.493048 2.026431 -0.2 -0.1 0.0 0.70
C 3.601789 0.186973 2.594614 -0.2 0.0 -0.2 -0.61
N 2.539095 -0.640789 2.491333 0.2 0.2 0.1 0.06
C 2.535318 -1.877736 3.108278 -0.2 0.3 -0.1 0.55
C 3.604350 -2.526973 3.691102 0.2 -0.2 0.2 -0.77
C 3.440464 -3.803446 4.269382 0.2 0.2 0.0 -0.92
C 2.231744 -4.436365 4.292352 -0.1 -0.1 0.0 -1.00
C 1.107539 -3.794383 3.719207 0.0 0.1 0.0 1.09
C -0.182385 -4.358304 3.682914 -0.1 -0.2 0.1 -0.84
C -1.224805 -3.673866 3.118934 -0.1 0.1 0.0 -1.49
C -0.994119 -2.413041 2.562007 -0.2 -0.1 0.0 -0.24
N 0.204933 -1.859596 2.564538 0.4 0.0 -0.2 0.73
C 1.269235 -2.525052 3.132480 -0.3 0.0 0.1 0.26
C 4.920876 2.153850 2.169287 0.1 0.2 -0.1 -1.02
H 4.237796 5.233475 0.789714 0.0 0.0 0.0 0.47
H 2.040118 4.099709 0.475613 0.0 -0.1 0.0 0.48
H 4.440139 -0.138588 3.192582 0.0 0.0 0.0 0.16
H 4.586661 -2.073370 3.687300 -0.1 -0.1 0.0 0.36
H 4.305111 -4.297620 4.697851 0.0 0.1 0.0 0.41
H 2.118972 -5.418638 4.738754 0.0 0.1 -0.1 0.43
H -0.337892 -5.344612 4.111137 0.0 0.1 0.0 0.45
H -2.223364 -4.088149 3.092288 0.0 0.0 0.0 0.53
H -1.797831 -1.834251 2.119116 0.1 -0.1 -0.1 0.66
H 5.746230 1.644785 2.651982 0.0 0.1 0.0 0.49
F 5.431763 -2.973713 -6.674012 0.1 0.0 0.0 -0.25
C 6.198967 -2.542321 -5.657139 -0.1 0.0 0.2 0.83
F 6.909361 -1.497563 -6.113917 0.1 0.0 -0.1 -0.25
F 7.059565 -3.522211 -5.349080 0.0 0.0 -0.1 -0.28
C 5.356576 -2.144397 -4.478193 -0.1 0.0 0.0 0.33
C 4.433546 -1.120785 -4.642103 -0.1 0.1 0.0 -0.93
C 3.620550 -0.750379 -3.587278 -0.1 0.1 0.0 -0.55
C 3.731046 -1.400962 -2.354143 -0.2 0.0 0.2 0.31
C 4.673119 -2.418642 -2.198187 0.1 0.0 0.0 -0.62
C 5.479843 -2.793514 -3.263237 0.0 0.0 0.2 -0.65
C 2.867529 -1.037227 -1.259121 0.3 0.0 -0.3 0.51
C 2.141062 -0.724283 -0.330337 -0.2 0.0 0.0 -1.07
H 4.351746 -0.618282 -5.598969 0.0 0.0 0.1 0.40
H 2.898286 0.049712 -3.703835 0.0 -0.1 0.0 0.47
H 4.767366 -2.911889 -1.238098 0.0 0.0 -0.1 0.49
H 6.206399 -3.586259 -3.146487 0.0 0.0 0.0 0.47
C -6.955498 -0.344134 2.859369 0.1 0.0 0.0 -1.64
C -5.656831 0.153850 2.276535 -0.1 -0.1 0.1 0.63
C -5.597197 0.699463 1.003052 -0.1 0.1 -0.1 -1.02
C -4.406114 1.135039 0.431941 0.0 0.0 -0.1 0.85
C -4.522478 1.791948 -0.927909 -0.1 -0.2 0.0 -2.03
C -3.205520 0.998020 1.160552 0.0 -0.2 -0.1 0.98
As -1.384864 1.367708 0.504881 -0.1 0.3 0.6 3.04
N -0.720922 -0.360752 0.076688 -0.3 -0.5 -0.3 -0.51
C -1.288369 -1.446200 -0.531218 0.3 0.3 0.1 1.29
C -0.535383 -2.645928 -0.646159 -0.1 0.0 0.0 -0.64
C -1.070902 -3.754482 -1.264594 0.0 0.0 0.0 -0.85
C -2.365178 -3.714826 -1.784905 0.0 0.0 0.0 -0.76
C -3.113625 -2.538498 -1.697737 0.0 -0.1 0.0 -0.81
C -2.585860 -1.420269 -1.091573 0.1 -0.1 0.0 -0.07
C -1.531512 2.421822 -1.127595 0.1 -0.1 -0.1 -0.11
C -1.115885 2.072974 -2.417396 0.1 0.0 -0.1 0.96
C -0.372104 0.805221 -2.778400 -0.1 0.1 0.0 -1.33
C -1.385496 2.971702 -3.451888 0.1 -0.1 -0.1 -0.87
C -2.010139 4.190232 -3.244418 -0.1 0.1 -0.1 0.38
C -2.312285 5.126620 -4.389283 0.0 -0.1 0.1 -1.62
C -2.326860 4.543161 -1.937380 0.0 0.1 0.0 -0.75
C -2.084498 3.690469 -0.873108 0.1 0.1 0.1 0.21
C -2.411254 4.158080 0.528238 0.0 0.0 -0.2 -1.57
C -3.259001 0.527930 2.494347 0.0 0.0 0.0 -0.64
C -2.103683 0.493933 3.486130 -0.3 0.0 0.0 -1.74
C -4.481113 0.099503 3.007777 0.0 0.0 0.1 -0.85
H -7.791004 -0.165605 2.182630 0.0 0.0 0.0 0.36
H -7.173269 0.150538 3.808383 0.0 0.0 0.0 0.36
H -6.903237 -1.416984 3.057455 0.0 0.0 0.0 0.35
H -6.514499 0.799504 0.428096 0.1 0.0 0.0 0.37
H -5.388116 1.395963 -1.460171 0.0 0.0 0.1 0.54
H -3.649080 1.676172 -1.560082 -0.1 -0.1 0.0 0.16
H -4.676235 2.868074 -0.813097 0.0 0.0 0.0 0.45
H 0.479178 -2.672648 -0.274141 0.0 0.0 0.0 0.41
H -0.476658 -4.656624 -1.351410 0.0 0.1 0.0 0.48
H -2.783149 -4.589734 -2.269248 0.0 0.1 0.0 0.41
H -4.113272 -2.497197 -2.116046 0.1 0.0 0.0 0.49
H -3.157443 -0.516048 -1.049218 -0.2 0.3 0.1 0.41
H 0.382974 0.543749 -2.040922 0.0 0.0 0.1 -0.13
H 0.131144 0.941823 -3.736837 0.0 0.0 0.0 0.53
H -1.043750 -0.048090 -2.891498 0.0 0.0 0.0 0.24
H -1.076559 2.703170 -4.459416 0.0 0.0 0.1 0.37
H -2.004346 4.701730 -5.345143 0.0 0.0 0.1 0.36
H -1.797841 6.081732 -4.259256 0.0 -0.1 0.0 0.36
H -3.382153 5.340587 -4.441623 0.0 0.0 0.0 0.35
H -2.770809 5.517068 -1.741913 0.0 -0.1 0.0 0.41
H -2.808320 5.170734 0.509547 0.0 0.0 0.0 0.47
H -1.518457 4.159022 1.156790 0.0 0.0 0.0 0.25
H -3.153021 3.525294 1.018379 0.0 0.0 0.0 0.28
H -1.165510 0.858412 3.095530 0.2 0.1 -0.1 0.08
H -1.943896 -0.514526 3.871213 -0.1 0.1 0.0 0.40
H -2.356158 1.121084 4.342615 0.0 0.0 0.0 0.55
H -4.510311 -0.269987 4.031390 0.0 0.0 -0.1 0.49

=====

3.
88
Properties=species:S:1:pos:R:3:forces:R:3:mulliken_charge:R:1 method="wB97M-V/def2-TZVPD" e_tot_ha=-5359.739851 relative_energy_kcal_mol=0.0 lumo_ha="-0.14966 / -0.14967" spin_multiplicity=1 charge=+1 homo_lumo_gap_ev="6.3726 / 6.3715" largest_force_ha_per_bohr=0.0133
Tc -0.710186 -0.404385 0.790863 -0.4 -0.5 0.2 -1.18
O 0.500554 -1.991894 0.626506 0.2 0.2 0.1 0.01
C 0.958945 -2.596098 1.697590 0.1 -0.2 0.0 0.52
C 1.217716 -3.983153 1.624024 0.0 0.1 0.1 -0.82
C 1.722649 -4.663098 2.703494 0.0 0.0 -0.1 -0.51
C 2.033861 -3.999298 3.900784 0.0 0.1 0.0 -0.95
C 1.848395 -2.645094 3.975736 0.0 -0.1 0.0 -0.67
C 1.294142 -1.916245 2.898993 0.0 0.0 0.1 0.87
C 1.245373 -0.495858 3.021148 -0.1 0.0 -0.1 -0.90
N 0.577554 0.276730 2.220288 0.1 -0.1 0.0 1.00
N 0.817249 1.625071 2.408655 0.0 0.0 0.0 -1.18
C 0.674911 2.414004 1.415739 0.1 0.1 0.2 0.46
O 0.399203 2.087445 0.126396 0.1 0.1 -0.2 0.27
C 0.921127 3.858772 1.581530 0.0 0.0 0.1 0.53
C 0.652428 4.750795 0.546071 0.0 0.0 0.0 -0.20
C 0.883908 6.104454 0.730894 0.0 0.0 0.0 -0.87
C 1.390578 6.569556 1.935450 0.0 0.0 -0.1 -0.45
C 1.667235 5.680052 2.964243 0.0 -0.1 0.0 -0.72
C 1.433069 4.327784 2.791513 0.0 0.1 0.0 -0.65
H 1.003212 -4.481313 0.689434 0.0 0.0 0.0 0.51
H 1.899499 -5.727929 2.622974 0.0 0.0 0.0 0.45
H 2.444630 -4.546742 4.736382 0.0 0.0 0.0 0.45
H 2.124773 -2.103380 4.872089 0.0 0.0 0.0 0.46
H 1.844465 -0.009578 3.785266 0.0 0.0 0.0 0.45
H 0.269726 4.395094 -0.400431 0.0 0.0 0.0 0.58
H 0.671150 6.796452 -0.072315 0.0 0.0 0.0 0.45
H 1.572815 7.627030 2.072853 0.0 0.0 0.0 0.40
H 2.068476 6.041167 3.901027 0.0 0.0 0.0 0.42
H 1.645612 3.628105 3.585779 0.0 0.0 0.0 0.45
C -4.476455 -0.596420 5.867002 0.0 0.0 0.0 -1.25
C -3.546007 -0.900116 4.740937 0.1 -0.2 0.1 0.88
C -2.751308 -2.048295 4.720885 0.0 0.1 -0.1 -1.17
C -1.951854 -2.257898 3.611921 -0.1 -0.1 0.1 0.06
N -1.928658 -1.393915 2.601571 0.0 0.1 0.0 0.13
C -2.705155 -0.309162 2.731826 -0.1 0.2 -0.2 0.54
S -2.504211 0.820678 1.365047 0.0 0.0 0.3 -0.46
N -3.509690 -0.025696 3.728100 0.0 0.0 0.0 -0.60
H -4.190911 -1.125135 6.773735 0.0 0.0 0.0 0.37
H -5.484658 -0.910121 5.590582 0.0 0.0 0.0 0.28
H -4.504603 0.473980 6.055734 0.0 0.0 0.0 0.38
H -2.764040 -2.753786 5.538384 0.0 0.0 0.0 0.37
H -1.320162 -3.135355 3.519113 0.0 0.0 0.0 0.46
S -1.879954 -1.279281 -1.190038 -0.1 -0.1 0.1 -0.15
C -2.217015 -2.909723 -1.055099 -0.1 0.0 0.0 -0.06
N -2.649111 -3.630391 -2.088221 0.0 0.1 0.1 -0.05
C -2.669204 -5.075388 -1.908136 0.0 0.0 0.0 -0.56
C -2.925501 -5.273413 -0.421987 0.0 -0.1 -0.1 -0.63
S -2.079062 -3.876030 0.382320 0.0 0.0 -0.1 0.09
H -2.652027 -3.206526 -3.004991 0.1 0.0 0.0 0.32
H -1.700535 -5.493907 -2.201090 0.0 0.0 0.0 0.26
H -3.450682 -5.520542 -2.522037 0.0 0.0 0.0 0.41
H -2.510714 -6.210072 -0.059020 0.0 0.0 0.0 0.41
H -3.988373 -5.231931 -0.189253 0.0 0.0 0.0 0.33
C 0.000797 0.858698 -0.348663 0.3 0.3 -0.4 1.39
Ge 0.661771 0.907767 -2.247830 0.0 0.0 0.0 1.25
C -0.401578 2.207297 -3.222385 0.1 -0.1 -0.1 0.04
C -1.499799 2.831965 -2.639551 -0.1 0.0 0.2 -0.27
C -2.250154 3.761868 -3.345658 0.0 0.0 0.0 -0.90
C -1.907977 4.077812 -4.651587 0.0 0.0 0.0 -0.54
C -0.818881 3.459504 -5.249188 0.0 0.0 0.0 -0.80
C -0.074158 2.530949 -4.539158 0.1 0.0 -0.1 -0.24
C 0.577953 -0.860752 -3.064425 0.0 0.1 -0.1 0.11
C 1.261815 -1.945753 -2.524925 0.1 0.0 0.1 -0.10
C 1.137263 -3.212177 -3.077967 0.0 0.0 0.0 -0.79
C 0.336516 -3.406737 -4.193598 0.0 -0.1 0.0 -0.50
C -0.338380 -2.330595 -4.753622 0.0 0.0 0.0 -0.98
C -0.219847 -1.069948 -4.187741 0.0 0.1 0.0 0.04
C 2.486453 1.531218 -1.957746 0.0 0.0 0.0 0.33
C 2.942046 2.708636 -2.543445 0.0 0.1 -0.1 -0.31
C 4.222301 3.181324 -2.289207 0.0 0.0 0.0 -0.79
C 5.062511 2.486447 -1.434902 0.0 0.0 0.0 -0.50
C 4.619005 1.318181 -0.833101 0.0 0.0 0.0 -0.89
C 3.342336 0.848525 -1.093811 -0.1 -0.2 0.1 -0.05
H -1.785734 2.599525 -1.617775 0.0 0.0 0.0 0.45
H -3.100484 4.237697 -2.876023 0.0 0.0 0.0 0.46
H -2.489705 4.802648 -5.204701 0.0 0.0 0.0 0.41
H -0.550076 3.701125 -6.268849 0.0 0.0 0.0 0.42
H 0.769372 2.055232 -5.027295 0.0 0.0 0.0 0.50
H 1.888216 -1.821943 -1.649859 0.0 0.0 0.0 0.13
H 1.676233 -4.044409 -2.643913 0.0 0.0 0.0 0.48
H 0.254315 -4.390672 -4.637793 0.0 0.0 0.0 0.48
H -0.944763 -2.470857 -5.639068 0.0 0.0 0.0 0.45
H -0.767884 -0.242793 -4.623788 0.0 0.0 0.0 0.34
H 2.295304 3.278005 -3.199902 0.0 0.0 0.0 0.40
H 4.560088 4.096456 -2.756202 0.0 0.0 0.0 0.42
H 6.059485 2.855255 -1.235034 0.0 0.0 0.0 0.41
H 5.268233 0.773729 -0.160187 0.0 0.0 0.0 0.45
H 3.014231 -0.063228 -0.601364 0.0 0.0 0.0 0.17